Molecular formula: C36H28ClF5IN2O2P2STb
Method: DFT, the ωB97M-V functional and the def2-TZVPD basis

Computed properties:
Multiplicity: 7
DFT total energy in eV: -130924.126
Strongest force on any atom in eV Å⁻¹: 2.11
Frontier orbital gap (alpha / beta) in eV: 7.11 / 7.13
Molecular weight in g/mol: 1030.9

Each line ends with the Löwdin charge.
Cartesian coordinates (Å):
Tb: -0.35 0.18 -0.08  1.407
Cl: -1.34 -4.42 5.33  0.683
C: -1.47 -3.44 3.91  -0.615
C: -2.73 -3.05 3.48  -0.162
C: -2.85 -2.24 2.37  -0.608
I: -4.71 -1.60 1.64  0.953
C: -1.76 -1.77 1.64  -0.457
O: -1.92 -1.01 0.62  -0.314
C: -0.46 -2.20 2.07  -0.147
N: 0.59 -1.77 1.33  0.031
C: 1.80 -2.15 1.70  -0.128
C: 2.05 -2.95 2.82  -0.041
C: 1.00 -3.40 3.58  -0.013
C: -0.31 -3.04 3.22  -0.167
H: -3.61 -3.37 4.02  0.097
H: 2.63 -1.81 1.09  0.105
H: 3.07 -3.21 3.07  0.108
H: 1.17 -4.02 4.45  0.093
F: 6.60 -0.32 -1.67  0.109
C: 5.39 0.26 -1.59  -0.138
C: 4.25 -0.51 -1.38  -0.155
F: 4.34 -1.84 -1.22  0.108
C: 3.02 0.11 -1.29  -0.201
F: 1.88 -0.66 -1.06  -0.068
C: 2.85 1.50 -1.37  -0.574
S: 1.33 2.24 -1.18  0.675
C: 4.02 2.25 -1.61  -0.240
F: 3.92 3.58 -1.69  0.084
C: 5.26 1.65 -1.71  -0.140
F: 6.36 2.39 -1.90  0.118
C: 2.88 1.28 2.62  -0.134
P: 1.17 1.93 2.67  0.617
C: 1.19 3.60 1.95  -0.170
C: 0.70 2.01 4.44  -0.152
O: 0.22 1.02 1.95  -0.494
H: 3.53 1.89 3.24  0.058
H: 3.25 1.30 1.60  0.046
H: 2.88 0.26 2.99  0.045
H: 1.82 4.28 2.52  0.056
H: 0.16 3.96 1.93  0.067
H: 1.54 3.53 0.92  -0.028
H: 1.32 2.71 5.00  0.053
H: 0.80 1.02 4.87  0.056
H: -0.34 2.32 4.49  0.059
N: -1.79 1.49 -1.06  -0.413
P: -2.09 0.78 -2.39  0.658
C: -3.59 1.40 -3.21  -0.299
C: -4.38 2.22 -2.42  -0.083
C: -5.53 2.78 -2.94  -0.080
C: -5.88 2.51 -4.26  -0.089
C: -5.10 1.68 -5.04  -0.085
C: -3.95 1.12 -4.52  -0.075
C: -0.84 0.88 -3.77  -0.294
C: -0.38 -0.15 -4.59  -0.089
C: 0.53 0.12 -5.59  -0.085
C: 0.99 1.41 -5.79  -0.085
C: 0.54 2.44 -4.98  -0.077
C: -0.37 2.17 -3.98  -0.139
C: -2.34 -1.06 -2.27  -0.291
C: -3.62 -1.59 -2.23  -0.078
C: -3.82 -2.93 -1.97  -0.085
C: -2.73 -3.76 -1.72  -0.070
C: -1.45 -3.24 -1.73  -0.068
C: -1.25 -1.89 -2.01  -0.177
H: -4.04 2.41 -1.41  0.091
H: -6.15 3.42 -2.33  0.101
H: -6.78 2.95 -4.67  0.100
H: -5.38 1.48 -6.07  0.101
H: -3.32 0.47 -5.13  0.110
H: -0.76 -1.16 -4.47  0.099
H: 0.88 -0.68 -6.23  0.101
H: 1.70 1.61 -6.58  0.100
H: 0.90 3.45 -5.14  0.106
H: -0.75 2.95 -3.33  0.097
H: -4.47 -0.93 -2.40  0.109
H: -4.82 -3.34 -1.96  0.106
H: -2.89 -4.80 -1.51  0.106
H: -0.60 -3.88 -1.54  0.112
H: -0.23 -1.49 -2.09  0.082